# 1
92
Properties=species:S:1:pos:R:3 method="wB97M-V/def2-TZVPD" largest_force_ev_per_a=1.8 e_tot_ha=-4936.15514 total_charge=+3 relative_energy_kcal_mol=24.2 multiplicity=2 lumo_ev="-10.87 / -10.75" gap_ev="5.75 / 6.12"
Ta -0.6121 0.6966 0.6414
C 2.5607 2.9867 2.0665
C 2.1106 1.6779 2.6886
N 1.6487 0.6218 1.7298
C 2.7542 0.3098 0.7743
C 2.6878 1.0663 -0.5446
C 1.2384 -0.5672 2.5015
C -0.0305 -0.2668 3.3182
N -0.8062 0.7808 2.6024
C -1.1671 1.9261 3.3466
C -0.9280 3.1597 2.7617
F -0.4116 3.1323 1.4823
C -1.1510 4.3541 3.4088
F -0.8839 5.4891 2.7769
C -1.6503 4.3391 4.6995
C -1.9216 3.1188 5.2930
F -2.4088 3.0688 6.5153
C -1.7018 1.9151 4.6257
F -2.0166 0.7586 5.2006
H 3.4298 2.8606 1.4215
H 2.8597 3.6614 2.8683
H 1.7775 3.4771 1.4961
H 1.3099 1.8570 3.4015
H 2.9441 1.2332 3.2428
H 2.7308 -0.7679 0.6067
H 3.7027 0.5256 1.2714
H 2.1613 2.0131 -0.4359
H 2.1859 0.4880 -1.3235
H 3.6853 1.2951 -0.9159
H 2.0071 -0.9282 3.1938
H 1.0701 -1.3622 1.7663
H 0.1448 0.1035 4.3261
H -0.5919 -1.1885 3.4413
H -1.8206 5.2618 5.2392
C -1.7282 -0.6848 -3.4801
Si 0.0487 -1.2756 -3.5392
C 1.3167 -0.0312 -4.1059
C 0.1288 -2.8716 -4.4882
Ge 0.7927 -1.8751 -1.2384
Si 3.0883 -2.9177 -1.3207
C 4.2970 -1.5824 -1.7754
C 3.2969 -3.6641 0.3742
C 2.8839 -4.2017 -2.6504
Si -0.8363 -3.2257 0.1571
C -0.4884 -3.5966 1.9308
C -2.5387 -2.5126 -0.0584
C -0.4192 -4.5816 -1.0478
H -1.9330 0.0060 -4.3047
H -2.0130 -0.1951 -2.5504
H -2.3919 -1.5405 -3.6241
H 0.9707 0.4474 -5.0271
H 2.2547 -0.5372 -4.3441
H 1.5383 0.7577 -3.3882
H -0.1369 -2.6420 -5.5260
H -0.5951 -3.6059 -4.1337
H 1.1152 -3.3271 -4.5049
H 4.6396 -1.0101 -0.9148
H 3.9039 -0.8973 -2.5264
H 5.1771 -2.0655 -2.2108
H 3.4420 -2.9172 1.1570
H 4.1796 -4.3101 0.3901
H 2.4435 -4.2929 0.6363
H 3.0518 -3.7784 -3.6406
H 1.9257 -4.7175 -2.6461
H 3.6567 -4.9605 -2.4892
H -0.9835 -2.8867 2.5881
H 0.5703 -3.6540 2.1857
H -0.9207 -4.5811 2.1425
H -2.6991 -1.6573 0.6051
H -3.2917 -3.2634 0.2033
H -2.7312 -2.2002 -1.0864
H 0.5239 -5.0733 -0.8117
H -0.4077 -4.3025 -2.1031
H -1.2404 -5.2977 -0.9126
N -1.9066 3.1234 -5.2039
C -1.3139 2.9306 -4.2371
N -0.6267 2.7132 -3.1279
C -0.5032 1.9705 -2.1998
N -0.2957 1.2674 -1.2239
C -3.1277 4.3142 -1.0305
Sb -2.8959 2.5389 0.0894
C -4.1434 2.8149 1.7711
C -4.1498 1.2520 -1.0419
H -4.2097 4.4351 -1.0745
H -2.7160 4.2025 -2.0294
H -2.6635 5.1606 -0.5312
H -5.1652 2.9182 1.4075
H -3.8664 3.7189 2.3106
H -4.0724 1.9562 2.4355
H -5.1741 1.6174 -0.9704
H -4.1094 0.2331 -0.6601
H -3.8585 1.2588 -2.0924

---

# 2
93
Properties=species:S:1:pos:R:3 method="wB97M-V/def2-TZVPD" largest_force_ev_per_a=2.2 e_tot_ha=-4841.66967 total_charge=+2 relative_energy_kcal_mol=18.3 multiplicity=1 lumo_ev=-5.44 gap_ev=9.16
Hf 0.9966 0.3798 0.2607
C -2.2178 2.5514 1.5232
C -0.8132 2.5021 2.0363
O 0.1041 1.9753 1.3473
N -0.5715 3.0580 3.1975
C 0.5675 2.7640 4.0892
C 0.3301 1.4801 4.8778
C 0.1380 1.5260 6.2489
C -0.2779 0.3785 6.9121
C -0.4972 -0.7703 6.1791
C -0.2541 -0.7300 4.8146
N 0.1605 0.3621 4.1653
H -2.3336 1.8277 0.7206
H -2.4463 3.5486 1.1389
H -2.9198 2.3210 2.3256
H -1.3701 3.4738 3.6471
H 0.6760 3.5936 4.7797
H 1.4435 2.6944 3.4649
H 0.3078 2.4500 6.7952
H -0.4591 0.3978 7.9820
H -0.8557 -1.6802 6.6492
H -0.4279 -1.6051 4.2034
O 2.6395 1.8150 0.2419
Cl 3.3301 0.8945 1.2515
O 2.5303 0.1632 -1.8422
O 2.3617 0.8573 2.3704
O 3.1095 -0.4590 0.6088
C -1.2527 -3.6698 3.0192
C -0.4968 -3.4140 1.7290
As 0.7214 -1.9099 1.6089
C 1.8243 -2.2147 3.1783
C 2.9603 -3.2213 3.0965
C 1.4772 -2.7205 -0.0494
C 2.4816 -3.8626 0.0317
H -1.5455 -4.7204 3.0442
H -2.1652 -3.0735 3.0849
H -0.6562 -3.4849 3.9115
H -1.1779 -3.3129 0.8917
H 0.1770 -4.2271 1.5090
H 1.1047 -2.5053 3.9299
H 2.1938 -1.2420 3.4689
H 2.6122 -4.2279 2.8681
H 3.4606 -3.2610 4.0661
H 3.7023 -2.9369 2.3546
H 1.9154 -1.9422 -0.6715
H 0.5709 -3.0278 -0.5564
H 3.4688 -3.5207 0.3403
H 2.5800 -4.3113 -0.9606
H 2.1673 -4.6505 0.7139
C 0.9601 -2.5753 -3.7434
C 1.0822 -1.1106 -3.3939
C 2.5141 -0.8041 -2.9073
C 0.7210 -0.2476 -4.5884
O 0.2361 -0.8529 -2.2684
Si -0.7486 0.3897 -1.8388
O -0.8618 -0.0093 -0.2639
O 0.3369 1.6881 -1.6777
C 0.2746 3.1258 -2.1665
C -0.6799 3.9045 -1.2837
C -0.1942 3.1988 -3.6124
C 1.6709 3.6940 -2.0648
O -1.9483 0.8235 -2.7735
C -3.2729 0.2492 -3.1145
C -3.3871 0.2741 -4.6228
C -4.3082 1.1485 -2.4739
C -3.3543 -1.1690 -2.5705
H 1.6865 -2.8414 -4.5188
H -0.0423 -2.7893 -4.1259
H 1.1397 -3.2030 -2.8639
H 3.1210 -0.4343 -3.7303
H 2.9905 -1.6987 -2.5118
H 2.4999 1.0416 -2.2246
H 1.2836 -0.5792 -5.4650
H 0.9570 0.8054 -4.4097
H -0.3474 -0.3272 -4.8175
H -1.6711 3.4360 -1.2886
H -0.7823 4.9211 -1.6702
H -0.3022 3.9622 -0.2625
H -1.1974 2.7993 -3.7404
H 0.4850 2.6776 -4.2890
H -0.2007 4.2516 -3.9045
H 2.0750 3.6001 -1.0616
H 1.6373 4.7570 -2.3137
H 2.3542 3.2140 -2.7802
H -3.1825 1.2787 -5.0055
H -4.3978 -0.0151 -4.9262
H -2.6814 -0.4280 -5.0816
H -4.2096 2.1715 -2.8469
H -4.1879 1.1540 -1.3843
H -5.3146 0.7912 -2.7064
H -2.5653 -1.7990 -3.0081
H -4.3199 -1.6121 -2.8190
H -3.2424 -1.1739 -1.4773